Molecular formula: F10N5O20S10Y
Method: DFT, ωB97M-V with the def2-TZVPD basis set

Each line ends with the Mulliken charge.
Geometry (Å):
Y  0.04  -0.32  0.48  2.835
N  -1.08  1.17  1.63  0.023
S  -2.46  1.94  1.33  0.724
O  -2.35  3.18  0.66  -0.533
O  -3.60  1.65  2.14  -0.595
F  -2.80  0.93  0.12  -0.195
S  -0.59  2.15  2.95  0.752
O  -1.53  3.09  3.44  -0.577
O  0.76  2.52  2.87  -0.462
F  -0.52  0.99  4.01  -0.217
N  1.31  -0.80  2.27  0.015
S  2.89  -0.42  2.70  0.747
O  3.42  -1.16  3.79  -0.609
O  3.07  0.97  2.71  -0.465
F  3.55  -0.88  1.37  -0.181
S  0.91  -1.89  3.43  0.980
O  0.71  -1.30  4.69  -0.571
O  1.33  -3.23  3.31  -0.557
F  -0.55  -2.03  2.84  -0.325
N  -1.95  -0.07  -3.96  -0.417
S  -3.11  1.07  -3.93  0.991
O  -3.52  1.57  -2.67  -0.499
O  -4.15  0.71  -4.85  -0.699
F  -2.44  2.28  -4.71  -0.257
S  -0.81  0.58  -3.06  1.035
O  -1.01  0.42  -1.63  -0.061
O  -0.18  1.77  -3.48  -0.532
F  0.29  -0.52  -3.36  -0.323
N  1.62  0.90  -0.51  0.058
S  1.91  2.62  -0.44  0.752
O  2.29  3.31  -1.62  -0.566
O  2.47  2.97  0.79  -0.469
F  0.39  2.99  -0.29  -0.174
S  2.91  0.64  -1.40  0.871
O  4.19  0.89  -0.83  -0.627
O  2.70  0.80  -2.78  -0.505
F  2.84  -0.96  -1.09  -0.290
N  -0.40  -2.24  -0.56  0.049
S  -1.80  -2.80  -1.37  0.755
O  -2.61  -3.87  -0.92  -0.605
O  -1.65  -2.64  -2.76  -0.509
F  -2.67  -1.59  -0.84  -0.198
S  0.20  -3.67  -0.27  0.853
O  0.82  -4.28  -1.40  -0.631
O  -0.38  -4.40  0.78  -0.504
F  1.53  -3.00  0.41  -0.286

Properties
Total charge: -2
Max |F| (eV/Å): 6.42
ΔE to the lowest compared entry with this formula, charge and spin (eV): 0.000
Orbital gap (eV): 10.0

Molecular formula: F12K3N6Na2O24S12
Method: DFT, ωB97M-V with the def2-TZVPD basis set

Each line ends with the Mulliken charge.
Geometry (Å):
Na  4.68  -16.84  23.00  0.979
Na  -3.12  -15.08  24.70  0.978
K  -8.53  -17.18  16.19  0.986
K  -1.86  -12.62  19.29  0.972
K  -4.48  -22.60  22.81  0.993
N  -2.81  -16.51  21.13  -0.261
S  -4.20  -17.32  20.71  1.085
O  -4.66  -18.35  21.65  -0.542
O  -4.53  -17.47  19.30  -0.561
F  -5.25  -16.14  21.08  -0.274
S  -1.96  -17.48  20.26  1.011
O  -1.58  -17.02  18.91  -0.549
O  -1.94  -18.89  20.72  -0.553
F  -0.59  -16.99  20.99  -0.323
N  -13.68  -14.59  19.70  -0.277
S  -12.23  -14.20  19.96  1.045
O  -11.79  -12.80  19.80  -0.587
O  -11.25  -15.28  19.74  -0.595
F  -12.54  -14.15  21.51  -0.277
S  -13.50  -14.44  18.02  1.075
O  -12.68  -15.47  17.35  -0.580
O  -13.38  -13.08  17.60  -0.539
F  -15.03  -14.67  17.61  -0.261
N  6.15  -17.61  19.37  -0.277
S  7.04  -18.52  18.56  1.053
O  7.91  -17.85  17.68  -0.553
O  6.55  -19.87  18.17  -0.576
F  8.15  -18.96  19.70  -0.347
S  4.95  -17.49  18.17  1.063
O  3.85  -18.44  18.34  -0.536
O  5.38  -17.12  16.83  -0.522
F  4.24  -16.15  18.76  -0.294
N  2.17  -18.88  25.21  -0.200
S  1.73  -20.27  24.99  1.012
O  0.35  -20.68  24.90  -0.567
O  2.61  -21.24  25.65  -0.616
F  2.18  -20.48  23.46  -0.290
S  1.26  -18.43  26.59  0.986
O  1.10  -19.39  27.68  -0.504
O  0.17  -17.55  26.25  -0.530
F  2.38  -17.49  27.29  -0.281
N  -6.57  -16.51  26.50  -0.191
S  -8.00  -16.32  26.17  1.033
O  -8.86  -15.83  27.23  -0.589
O  -8.63  -17.10  25.13  -0.568
F  -7.77  -14.97  25.32  -0.338
S  -6.82  -18.07  27.06  1.046
O  -6.61  -19.18  26.13  -0.550
O  -7.77  -18.20  28.15  -0.523
F  -5.36  -18.00  27.81  -0.308
N  -4.76  -12.23  15.99  -0.281
S  -4.95  -13.14  14.58  1.028
O  -4.51  -12.54  13.37  -0.555
O  -6.10  -14.05  14.38  -0.547
F  -3.85  -14.26  14.92  -0.263
S  -6.24  -11.86  16.21  1.022
O  -7.13  -12.91  16.74  -0.522
O  -6.84  -10.91  15.31  -0.575
F  -6.18  -10.94  17.52  -0.289

Properties
Total charge: -1
Max |F| (eV/Å): 11.27
ΔE to the lowest compared entry with this formula, charge and spin (eV): 12.028
Orbital gap (eV): 4.9

Molecular formula: F12N2O6P2Rb
Method: DFT, ωB97M-V with the def2-TZVPD basis set

Each line ends with the Mulliken charge.
Geometry (Å):
Rb  -1.32  0.61  0.84  0.931
P  1.47  2.93  -0.34  1.188
F  2.81  2.07  -0.58  -0.356
F  2.42  3.99  0.47  -0.393
F  1.75  3.60  -1.81  -0.393
F  0.21  3.91  -0.09  -0.356
F  0.57  1.78  -1.06  -0.311
F  1.16  2.07  1.03  -0.354
P  1.87  -1.72  0.27  1.257
F  1.62  -0.70  1.51  -0.341
F  0.44  -1.28  -0.41  -0.392
F  2.66  -0.50  -0.47  -0.348
F  2.17  -2.64  -1.04  -0.407
F  3.33  -2.17  0.86  -0.397
F  1.06  -2.89  1.03  -0.364
N  -2.89  0.16  -2.16  0.912
O  -2.84  0.60  -3.33  -0.687
O  -2.68  -1.03  -1.87  -0.529
O  -3.27  0.93  -1.22  -0.677
N  -2.64  -2.43  2.09  0.930
O  -2.30  -3.55  2.54  -0.666
O  -3.22  -2.34  0.99  -0.565
O  -2.38  -1.39  2.75  -0.683

Properties
Total charge: -3
Max |F| (eV/Å): 2.10
ΔE to the lowest compared entry with this formula, charge and spin (eV): 1.213
Orbital gap (eV): 6.2

Molecular formula: F14H4K2N7O30S14
Method: DFT, ωB97M-V with the def2-TZVPD basis set

Each line ends with the Mulliken charge.
Geometry (Å):
K  -10.05  -1.55  10.43  1.067
K  -14.17  1.08  9.49  1.001
N  -10.77  -2.43  18.16  -0.396
S  -9.98  -3.91  18.28  1.087
O  -8.82  -4.10  17.45  -0.571
O  -10.82  -5.02  18.64  -0.611
F  -9.32  -3.47  19.70  -0.324
S  -11.40  -2.66  16.77  1.179
O  -12.52  -3.56  16.81  -0.645
O  -10.53  -2.76  15.61  -0.478
F  -12.14  -1.25  16.66  -0.237
N  -6.88  0.73  14.32  -0.495
S  -8.37  -0.02  14.08  1.096
O  -8.58  -0.64  12.79  -0.454
O  -9.46  0.46  14.86  -0.496
F  -7.90  -1.27  14.97  -0.332
S  -7.08  1.80  13.25  1.204
O  -7.84  2.96  13.65  -0.566
O  -6.89  1.48  11.84  -0.582
F  -5.61  2.46  13.58  -0.437
N  -9.80  2.74  8.15  -0.521
S  -10.68  2.47  9.52  1.094
O  -10.37  3.38  10.56  -0.425
O  -11.20  1.12  9.72  -0.352
F  -12.04  3.18  8.97  -0.418
S  -8.52  1.98  8.64  0.961
O  -8.61  0.60  9.10  -0.529
O  -7.61  2.79  9.39  -0.564
F  -7.73  1.85  7.27  -0.326
N  -11.80  -4.04  10.05  -0.092
S  -11.33  -4.59  8.54  1.023
O  -12.32  -5.19  7.67  -0.604
O  -10.02  -5.20  8.62  -0.638
F  -11.10  -3.18  7.89  -0.221
S  -12.99  -4.96  10.30  0.965
O  -12.68  -6.36  10.35  -0.665
O  -14.29  -4.50  9.84  -0.519
F  -13.15  -4.69  11.88  -0.214
N  -12.51  5.89  14.39  -0.522
S  -11.18  5.22  14.17  1.153
O  -10.30  5.62  13.10  -0.631
O  -11.09  3.85  14.59  -0.410
F  -10.35  5.94  15.38  -0.391
S  -13.55  4.79  13.76  1.144
O  -13.94  3.76  14.69  -0.507
O  -13.27  4.46  12.39  -0.479
F  -14.79  5.83  13.69  -0.334
N  -17.43  -5.93  14.94  -0.191
S  -17.94  -4.78  14.08  0.996
O  -18.98  -3.94  14.60  -0.623
O  -17.90  -4.97  12.65  -0.590
F  -16.67  -3.81  14.30  -0.137
S  -18.44  -7.15  14.48  1.064
O  -18.08  -7.97  13.35  -0.593
O  -19.85  -6.95  14.74  -0.612
F  -18.07  -8.17  15.67  -0.313
N  -13.89  -0.56  11.99  -0.292
S  -14.50  -1.20  13.29  0.861
O  -15.81  -0.68  13.61  -0.639
O  -13.58  -1.73  14.24  -0.334
F  -14.84  -2.58  12.52  -0.280
S  -12.73  0.41  12.76  0.507
O  -11.37  0.05  12.54  -0.184
O  -13.10  0.99  14.01  -0.468
F  -12.90  1.70  11.72  -0.413
O  -13.11  -1.67  9.82  -0.493
H  -12.68  -2.51  10.02  -0.045
H  -13.42  -1.36  10.68  0.781
O  -16.35  -0.77  10.57  -0.611
H  -16.47  0.18  10.53  0.241
H  -15.46  -0.89  10.93  0.378

Properties
Total charge: -5
Max |F| (eV/Å): 8.25
Orbital gap (eV): 5.7

Molecular formula: F2H2NOP
Method: DFT, ωB97M-V with the def2-TZVPD basis set

Each line ends with the Mulliken charge.
Geometry (Å):
N  0.76  -0.75  -1.42  -0.441
O  -1.72  -0.05  1.57  -0.346
F  1.74  0.45  0.79  -0.273
F  0.58  1.55  -0.87  -0.209
P  0.48  0.16  -0.19  0.671
H  0.78  -1.75  -1.21  0.256
H  -2.62  0.38  1.34  0.343

Properties
Multiplicity: 3
Max |F| (eV/Å): 2.16
ΔE to the lowest compared entry with this formula, charge and spin (eV): 0.977
Orbital gap (alpha / beta) (eV): 10.4 / 7.8

Molecular formula: F2H2NP
Method: DFT, ωB97M-V with the def2-TZVPD basis set

Each line ends with the Mulliken charge.
Geometry (Å):
N  0.81  -0.10  -0.18  -0.322
F  -1.74  1.74  0.28  -0.664
F  -1.03  -1.50  0.68  -0.239
P  -0.67  -0.53  -0.62  0.663
H  1.64  -0.13  -0.75  0.284
H  0.98  0.51  0.60  0.278

Properties
Max |F| (eV/Å): 3.10
ΔE to the lowest compared entry with this formula, charge and spin (eV): 3.407
Orbital gap (alpha / beta) (eV): 8.3 / 8.3

The highest max |F| belongs to which entry?
F12K3N6Na2O24S12